Run A
49
Properties=species:S:1:pos:R:3 method="wB97M-V/def2-TZVPD" lumo_ev=0.61 spin_multiplicity=1 homo_ha=-0.2976 gap_ha=0.320
C -1.96 0.12 -2.60
C -0.97 -1.00 -3.00
C -1.38 -1.83 -4.04
C -0.60 -3.00 -4.33
C 0.54 -3.32 -3.69
C 1.04 -2.43 -2.72
C 2.47 -2.72 -2.16
C 0.29 -1.27 -2.31
N 0.57 -0.47 -1.22
C 1.09 0.80 -1.32
O 0.98 1.33 -2.40
C 1.54 1.76 -0.23
C 3.05 1.67 -0.37
O 3.53 1.74 0.97
N 1.11 1.21 1.14
C -0.06 0.26 1.21
C -1.42 1.12 1.12
C -1.77 2.02 2.32
N -1.62 1.31 3.55
C -2.36 1.49 4.81
C -0.37 0.45 3.70
C -0.01 -0.44 2.49
C 0.14 -0.84 0.02
O -0.40 -1.90 0.19
H -2.94 -0.27 -2.46
H -1.82 0.71 -3.46
H -1.72 0.71 -1.74
H -2.21 -1.53 -4.66
H -1.01 -3.38 -5.23
H 1.09 -4.15 -4.06
H 3.02 -3.38 -2.70
H 2.42 -2.99 -1.14
H 3.10 -1.84 -2.11
H 1.14 2.71 -0.47
H 3.44 2.49 -0.97
H 3.28 0.64 -0.62
H 2.81 1.35 1.47
H 0.96 2.02 1.90
H -1.34 1.71 0.29
H -2.33 0.49 1.00
H -0.97 2.80 2.42
H -2.74 2.49 2.20
H -2.13 2.45 5.36
H -3.47 1.46 4.70
H -2.15 0.70 5.51
H 0.55 1.14 3.90
H -0.55 -0.29 4.48
H 0.95 -0.79 2.72
H -0.79 -1.31 2.53

=====

Run B
49
Properties=species:S:1:pos:R:3 method="wB97M-V/def2-TZVPD" lumo_ev=0.74 spin_multiplicity=1 homo_ha=-0.2942 gap_ha=0.321
C -1.21 0.05 -2.34
C -2.21 -0.98 -1.84
C -3.15 -0.50 -0.71
C -3.67 0.91 -1.02
C -4.65 1.39 0.04
C -3.94 1.35 1.38
C -3.45 -0.07 1.65
N -2.51 -0.50 0.61
C -1.89 -1.77 0.96
C -0.38 -1.74 0.69
O 0.30 -2.73 0.54
N 0.07 -0.46 0.71
C 1.34 0.05 0.51
C 2.46 -0.76 0.39
C 3.73 -0.24 0.20
O 4.83 -1.03 0.07
C 4.68 -2.43 0.15
C 3.90 1.16 0.12
O 5.06 1.85 -0.07
C 6.31 1.20 -0.12
C 2.78 1.97 0.22
C 1.50 1.44 0.41
C 0.38 2.28 0.50
N -0.57 2.92 0.57
H -0.67 0.52 -1.53
H -0.48 -0.44 -2.98
H -1.69 0.83 -2.93
H -2.85 -1.28 -2.67
H -1.67 -1.87 -1.51
H -4.01 -1.19 -0.69
H -2.83 1.60 -1.04
H -4.14 0.90 -2.00
H -4.99 2.40 -0.19
H -5.53 0.73 0.06
H -4.61 1.65 2.19
H -3.09 2.03 1.36
H -2.92 -0.09 2.61
H -4.32 -0.75 1.71
H -2.33 -2.63 0.45
H -1.99 -1.95 2.03
H -0.70 0.21 0.78
H 2.30 -1.83 0.46
H 5.68 -2.84 0.02
H 4.28 -2.74 1.12
H 4.02 -2.81 -0.64
H 7.04 2.00 -0.22
H 6.51 0.64 0.80
H 6.39 0.52 -0.97
H 2.92 3.04 0.15

=====

Which structure wins on stability? run B wins.

=====

Run A
48
Properties=species:S:1:pos:R:3 method="wB97M-V/def2-TZVPD" lumo_ev=0.18 spin_multiplicity=1 homo_ha=-0.2862 gap_ha=0.293
C 7.73 0.21 -0.74
C 6.42 0.74 -0.17
O 5.43 -0.24 -0.39
C 4.15 0.01 0.04
C 3.72 1.15 0.68
C 2.38 1.28 1.05
C 1.49 0.27 0.79
C 1.90 -0.91 0.14
C 0.98 -1.98 -0.16
N -0.24 -1.93 0.21
N -1.05 -2.95 -0.11
C -2.38 -3.04 0.16
S -3.19 -4.31 -0.53
N -3.01 -2.20 0.99
C -2.54 -0.95 1.52
C -2.67 0.18 0.49
N -4.06 0.29 0.08
C -4.29 0.45 -1.35
C -4.03 1.89 -1.82
O -4.82 2.81 -1.09
C -4.57 2.71 0.30
C -4.83 1.28 0.81
C 3.24 -1.03 -0.24
O 3.68 -2.15 -0.87
H 8.01 -0.72 -0.24
H 8.52 0.94 -0.60
H 7.62 0.01 -1.81
H 6.14 1.67 -0.68
H 6.53 0.94 0.90
H 4.40 1.96 0.89
H 2.06 2.17 1.55
H 0.45 0.35 1.07
H 1.39 -2.83 -0.71
H -0.68 -3.72 -0.68
H -4.02 -2.31 0.97
H -1.49 -1.06 1.82
H -3.15 -0.72 2.40
H -2.05 -0.08 -0.37
H -2.28 1.11 0.92
H -3.67 -0.25 -1.90
H -5.34 0.21 -1.54
H -4.30 2.01 -2.86
H -2.96 2.13 -1.69
H -5.25 3.42 0.77
H -3.53 3.00 0.51
H -4.59 1.22 1.87
H -5.89 1.04 0.67
H 4.63 -2.04 -1.04

=====

Run B
48
Properties=species:S:1:pos:R:3 method="wB97M-V/def2-TZVPD" lumo_ev=0.60 spin_multiplicity=1 homo_ha=-0.2986 gap_ha=0.321
C -2.09 3.78 -1.32
S -1.02 2.34 -1.54
C -0.63 1.94 0.19
C -1.82 1.48 1.01
C -2.51 0.27 0.38
N -3.68 -0.10 1.16
C -4.73 -0.74 0.55
N -5.63 -1.29 1.41
O -4.85 -0.82 -0.66
C -1.55 -0.92 0.39
O -0.99 -1.23 1.44
N -1.37 -1.62 -0.74
C -1.93 -1.25 -2.03
C -0.50 -2.78 -0.70
C 0.96 -2.37 -0.96
O 1.55 -2.69 -1.97
N 1.45 -1.62 0.05
C 2.69 -0.97 0.15
C 2.91 -0.18 1.28
C 4.11 0.49 1.43
C 5.11 0.38 0.48
C 6.41 1.12 0.64
C 4.88 -0.40 -0.64
C 3.69 -1.08 -0.81
H -2.25 4.21 -2.30
H -1.60 4.50 -0.67
H -3.05 3.47 -0.90
H -0.18 2.83 0.64
H 0.13 1.16 0.13
H -2.55 2.28 1.12
H -1.47 1.20 2.01
H -2.87 0.51 -0.62
H -3.49 -0.33 2.12
H -5.65 -1.02 2.38
H -6.50 -1.60 1.01
H -1.63 -1.99 -2.76
H -1.56 -0.28 -2.35
H -3.02 -1.22 -1.98
H -0.81 -3.50 -1.45
H -0.57 -3.23 0.30
H 0.82 -1.47 0.84
H 2.14 -0.10 2.03
H 4.26 1.09 2.31
H 6.40 2.02 0.03
H 6.57 1.41 1.68
H 7.24 0.50 0.32
H 5.65 -0.50 -1.39
H 3.52 -1.69 -1.69

=====

Which structure wins on stability? run B wins.

=====

Run A
7
Properties=species:S:1:pos:R:3 method="wB97M-V/def2-TZVPD" lumo_ev=0.51 spin_multiplicity=1 homo_ha=-0.3897 gap_ha=0.408
F 1.99 -0.30 -0.07
C 0.71 -0.15 0.19
C -0.13 0.89 -0.04
O -1.35 0.19 -0.04
N -1.10 -1.16 -0.01
N 0.07 -1.39 -0.03
H -0.20 1.92 0.00

=====

Run B
7
Properties=species:S:1:pos:R:3 method="wB97M-V/def2-TZVPD" lumo_ev="-2.29 / -2.29" spin_multiplicity=1 homo_ha="-0.3781 / -0.3781" gap_ha="0.294 / 0.294"
C 1.24 -1.51 -0.13
C 0.11 -0.93 -0.77
N 1.90 -2.17 0.51
N -1.19 -1.32 -0.54
O -1.53 -1.96 0.43
F 0.25 -0.49 -2.08
H -0.36 0.67 -0.17

=====

Which structure wins on stability? run A wins.

=====

Run A
7
Properties=species:S:1:pos:R:3 method="wB97M-V/def2-TZVPD" lumo_ev="-3.94 / -3.95" spin_multiplicity=1 homo_ha="-0.4544 / -0.4526" gap_ha="0.309 / 0.308"
C -0.31 -0.04 -0.06
C -2.18 0.74 -0.28
N -0.90 1.05 -0.42
N -2.45 -0.44 0.16
O -1.23 -1.02 0.28
F -3.78 2.45 -0.99
H 0.80 -0.20 -0.01

=====

Run B
7
Properties=species:S:1:pos:R:3 method="wB97M-V/def2-TZVPD" lumo_ev=-1.52 spin_multiplicity=1 homo_ha=-0.3903 gap_ha=0.335
N 0.90 1.97 0.49
C 0.21 1.15 0.14
C -0.42 -0.04 -0.21
F -0.78 -0.12 -1.62
N 0.62 -1.16 -0.21
O 0.90 -1.66 0.86
H -1.44 -0.14 0.54

=====

Which structure wins on stability? run B wins.

=====

Run A
12
Properties=species:S:1:pos:R:3 method="wB97M-V/def2-TZVPD" lumo_ev=-0.18 spin_multiplicity=1 homo_ha=-0.3253 gap_ha=0.319
C -1.81 0.46 -0.48
C -0.78 0.86 0.29
C 0.90 -0.80 -0.57
C 0.33 0.03 0.50
P 2.01 0.50 0.07
H -2.61 1.04 -0.89
H -2.01 -0.67 -0.69
H -0.73 1.88 0.55
H 1.20 -1.80 -0.26
H 0.62 -0.57 -1.65
H 0.30 -0.79 2.08
H 2.58 -0.15 1.07

=====

Run B
12
Properties=species:S:1:pos:R:3 method="wB97M-V/def2-TZVPD" lumo_ev="-1.02 / -0.63" spin_multiplicity=1 homo_ha="-0.3447 / -0.2921" gap_ha="0.307 / 0.269"
C 1.20 -0.70 -0.04
C -0.68 1.18 0.19
C -1.35 0.00 -0.48
C -0.05 -0.14 0.18
P 2.64 0.16 0.33
H 1.24 -1.71 -0.43
H -0.23 1.95 -0.42
H -1.11 1.56 1.11
H -2.24 -0.41 -0.03
H -1.37 -0.04 -1.56
H -0.57 -1.06 2.07
H 3.52 -0.84 -0.09

=====

Which structure wins on stability? run A wins.

=====

Run A
19
Properties=species:S:1:pos:R:3 method="wB97M-V/def2-TZVPD" lumo_ev=3.88 total_charge=-1 spin_multiplicity=1 homo_ha=-0.1594 gap_ha=0.302
C -1.39 -2.07 0.68
N -1.57 -0.98 1.60
C -1.83 0.33 0.90
C -0.72 1.09 0.02
O 0.42 1.17 0.72
H -1.18 -3.02 1.27
H -0.54 -1.88 -0.02
H -2.20 -2.22 0.01
H -0.60 -0.73 2.06
H -2.18 0.86 1.58
H -2.75 0.18 0.24
H -1.05 2.08 -0.18
H -0.53 0.61 -1.08
H 3.01 0.42 -0.24
H 1.24 0.97 0.16
O 2.60 0.97 -0.73
H 1.56 -1.08 -2.00
H 1.96 0.44 -1.92
O 1.70 -0.38 -2.58

=====

Run B
19
Properties=species:S:1:pos:R:3 method="wB97M-V/def2-TZVPD" lumo_ev=4.11 total_charge=-1 spin_multiplicity=1 homo_ha=-0.1572 gap_ha=0.308
C -0.14 1.80 0.91
N 1.21 1.21 0.74
C 1.37 0.37 -0.43
C 1.49 -1.12 -0.07
O 0.45 -1.54 0.77
H -0.01 2.76 1.41
H -0.81 1.10 1.38
H -0.65 1.89 -0.07
H 1.34 0.63 1.54
H 2.26 0.64 -1.00
H 0.50 0.53 -1.09
H 2.42 -1.29 0.48
H 1.42 -1.68 -1.01
H -1.89 -1.92 -0.29
H -0.62 -1.30 0.45
O -1.85 -1.12 0.26
H -2.53 0.94 -1.99
H -1.86 -0.18 -0.99
O -1.73 0.42 -1.79

=====

Which structure wins on stability? run B wins.

=====

Run A
13
Properties=species:S:1:pos:R:3 method="wB97M-V/def2-TZVPD" lumo_ev="-0.44 / -0.44" spin_multiplicity=1 homo_ha="-0.3161 / -0.3161" gap_ha="0.300 / 0.300"
H -1.97 -1.98 0.29
N -1.77 -1.24 1.04
N -2.06 -0.13 0.53
S -2.95 0.36 -0.78
H -1.94 0.72 1.28
O 0.66 1.62 0.62
C 1.10 0.73 -0.34
C 1.68 -0.38 0.03
O 2.25 -1.36 -0.76
H 0.60 2.51 0.24
H 0.86 1.04 -1.48
H 1.61 -0.69 1.09
H 1.91 -1.20 -1.74

=====

Run B
13
Properties=species:S:1:pos:R:3 method="wB97M-V/def2-TZVPD" lumo_ev=0.57 spin_multiplicity=1 homo_ha=-0.3107 gap_ha=0.332
N 1.13 -1.49 0.50
C 1.31 -0.36 0.56
C 1.65 0.99 0.52
N 0.44 1.85 0.59
H 2.11 1.27 -0.45
H 2.32 1.40 1.40
H -0.13 1.52 -0.26
H -0.04 1.55 1.37
O -1.41 -2.28 0.00
S -2.14 -0.88 -0.36
O -1.99 -0.59 -1.94
H -0.47 -2.11 0.42
H -2.78 -0.86 -2.36

=====

Which structure wins on stability? run B wins.

=====

Run A
16
Properties=species:S:1:pos:R:3 method="wB97M-V/def2-TZVPD" lumo_ev=4.25 total_charge=-1 spin_multiplicity=1 homo_ha=-0.1192 gap_ha=0.276
C -0.21 -0.49 0.96
O -1.29 0.03 0.37
C 1.01 -0.61 0.01
C 1.88 0.65 -0.06
N 0.59 -1.10 -1.32
H 0.20 0.12 1.81
H -0.33 -1.48 1.48
H 1.71 -1.34 0.44
H 1.46 1.47 -0.63
H 2.80 0.39 -0.60
H 2.20 0.93 0.94
H -0.42 -1.09 -1.16
H 0.73 -0.44 -2.08
H -2.74 0.61 -0.08
H -4.06 1.27 0.35
O -3.55 1.07 -0.44

=====

Run B
16
Properties=species:S:1:pos:R:3 method="wB97M-V/def2-TZVPD" lumo_ev=4.28 total_charge=-1 spin_multiplicity=1 homo_ha=-0.1254 gap_ha=0.283
C -0.65 -1.01 -1.11
C -0.47 0.37 -0.42
C 0.74 0.23 0.51
O 0.61 -0.42 1.66
N -0.15 -0.87 -2.62
H -1.68 -1.48 -1.22
H -0.19 -1.85 -0.53
H -0.25 1.26 -1.22
H -1.37 0.51 0.32
H 1.02 1.30 0.58
H 1.58 -0.16 -0.27
H 0.06 -1.78 -3.01
H 0.80 -0.46 -2.49
H -0.42 1.58 3.95
H 0.25 0.96 2.62
O 0.11 1.84 3.26

=====

Which structure wins on stability? run A wins.

=====

Run A
16
Properties=species:S:1:pos:R:3 method="wB97M-V/def2-TZVPD" lumo_ev=0.47 spin_multiplicity=1 homo_ha=-0.3960 gap_ha=0.413
C 0.87 1.42 -0.38
S -0.86 1.16 0.04
O -1.70 2.23 -0.48
O -0.70 0.90 1.43
C -1.45 -0.43 -0.69
C -2.82 -0.67 -0.46
N -3.86 -1.02 -0.26
C -0.46 -1.62 -0.09
N -0.88 -2.07 1.11
O 0.58 -1.75 -0.62
H 1.59 0.73 0.04
H 1.03 1.40 -1.45
H 1.24 2.27 0.09
H -1.40 -0.31 -1.73
H -1.70 -1.79 1.57
H -0.24 -2.44 1.77

=====

Run B
16
Properties=species:S:1:pos:R:3 method="wB97M-V/def2-TZVPD" lumo_ev=0.67 spin_multiplicity=1 homo_ha=-0.3119 gap_ha=0.337
C 1.15 0.20 -1.15
C 0.82 -1.27 -1.51
C -1.01 0.74 -0.33
C 2.10 -1.16 0.37
N -1.75 1.92 0.00
N -1.28 -0.46 -0.11
O 0.10 1.10 -1.01
O 1.96 0.09 0.01
O 1.43 -1.97 -0.67
S -2.76 -0.99 0.57
H 1.70 0.67 -2.07
H 3.20 -1.62 0.26
H 1.91 -1.42 1.37
H -2.75 1.87 -0.06
H -1.42 2.82 -0.47
H -2.31 -2.31 0.74

=====

Which structure wins on stability? run A wins.

=====

Run A
15
Properties=species:S:1:pos:R:3 method="wB97M-V/def2-TZVPD" lumo_ev=0.29 spin_multiplicity=1 homo_ha=-0.3017 gap_ha=0.312
C -0.17 2.54 -0.94
N 0.86 2.41 -0.22
C 1.54 1.00 -0.28
H -0.06 2.38 -2.09
H -1.19 2.59 -0.65
H 1.66 0.57 0.78
H 0.76 0.34 -0.63
H 2.48 1.01 -0.90
C -0.73 -3.15 0.77
N -1.26 -1.79 0.53
H 0.28 -3.31 0.20
H -0.57 -3.51 1.83
H -1.38 -3.95 0.19
H -2.29 -1.77 0.74
H -0.70 -1.07 1.05

=====

Run B
15
Properties=species:S:1:pos:R:3 method="wB97M-V/def2-TZVPD" lumo_ev=1.19 spin_multiplicity=1 homo_ha=-0.3114 gap_ha=0.355
C 1.66 -0.89 0.53
C 0.20 -1.27 0.30
N -0.51 -0.43 -0.63
C -1.05 0.77 0.00
N -1.32 1.78 -0.97
H 2.26 -1.11 -0.35
H 2.12 -1.45 1.35
H 1.70 0.16 0.81
H 0.09 -2.32 0.10
H -0.25 -1.21 1.31
H 0.14 -0.12 -1.34
H -0.45 1.14 0.84
H -1.97 0.51 0.54
H -0.58 1.97 -1.62
H -2.05 2.46 -0.88

=====

Run C
15
Properties=species:S:1:pos:R:3 method="wB97M-V/def2-TZVPD" lumo_ev=0.92 spin_multiplicity=1 homo_ha=-0.3028 gap_ha=0.337
C -2.38 1.22 2.51
C -1.62 0.27 2.06
N -0.25 0.44 1.80
H -2.42 2.19 2.03
H -3.25 1.03 3.22
H -1.94 -0.74 1.77
H 0.38 -0.18 2.19
H 0.01 1.15 2.49
C 1.86 -0.65 -1.96
N 1.42 -1.09 -3.39
H 2.20 -1.66 -1.47
H 2.86 -0.08 -2.37
H 1.01 -0.16 -1.50
H 1.64 -0.41 -4.06
H 0.47 -1.34 -3.32

=====

Run D
15
Properties=species:S:1:pos:R:3 method="wB97M-V/def2-TZVPD" lumo_ev=1.06 spin_multiplicity=1 homo_ha=-0.3021 gap_ha=0.341
C 2.93 0.17 0.98
N 2.86 0.77 2.09
H 3.73 -0.53 0.72
H 2.19 0.27 0.19
H 3.70 0.57 2.62
C -0.82 0.16 -1.62
N -2.06 0.13 -0.90
C -2.10 -0.61 0.34
H -0.84 0.91 -2.42
H -0.58 -0.80 -2.07
H 0.05 0.43 -0.99
H -2.64 0.94 -0.98
H -1.41 -1.45 0.29
H -1.87 -0.01 1.23
H -3.12 -0.95 0.51

=====

Which structure wins on stability? run B wins.

=====

Run A
5
Properties=species:S:1:pos:R:3 method="wB97M-V/def2-TZVPD" lumo_ev=-1.76 spin_multiplicity=1 homo_ha=-0.3261 gap_ha=0.261
C -0.30 -0.81 -0.25
I -0.94 -0.55 1.74
I -1.71 -0.34 -1.67
H 1.08 0.64 0.05
H 1.87 1.06 0.14

=====

Run B
5
Properties=species:S:1:pos:R:3 method="wB97M-V/def2-TZVPD" lumo_ev=-0.38 spin_multiplicity=1 homo_ha=-0.3399 gap_ha=0.326
C 0.07 0.03 0.17
I -1.44 1.45 -0.12
I -0.37 -1.99 0.00
H 0.70 0.37 1.08
H 1.04 0.15 -1.14

=====

Which structure wins on stability? run B wins.